A structure of composition H22NeO11 in a non-equilibrium geometry. Source: the Open Molecules 2025 dataset; level of theory: ωB97M-V/def2-TZVPD.

Calculated values
- HOMO-LUMO gap (eV) = 11.06
- 2S+1 = 1
- total energy (Ha) = -969.79651
- energy relative to the best compared isomer or geometry (same formula, charge and spin) (kJ/mol) = 43.28

```
34
H22NeO11 ωB97M-V/def2-TZVPD
Ne -0.28444 -0.00234 -0.22059
O -1.32112 -2.78190 -0.31996
H -1.71682 -2.05219 -0.79659
H -1.25951 -3.48538 -0.96615
O 3.61826 -0.39403 -1.47990
H 3.90453 0.42248 -1.07051
H 2.89365 -0.13574 -2.04950
O 1.97058 -0.49936 1.97637
H 1.71728 -1.15455 1.32614
H 2.12748 0.29587 1.46723
O -3.36559 -0.85588 -1.80269
H -3.54934 0.07847 -1.89994
H -3.99339 -1.15683 -1.14578
O -2.13045 1.13413 1.79563
H -3.06225 1.19904 1.58642
H -1.99512 0.20977 2.00414
O -0.16229 1.98907 -2.18206
H 0.38657 2.71448 -2.48001
H -0.48781 2.26996 -1.32686
O 1.21507 -0.02632 -3.26904
H 0.76009 0.61577 -2.72412
H 1.31347 0.40571 -4.11751
O -1.03459 -1.51754 2.32244
H -0.17501 -1.12299 2.17518
H -1.20648 -2.02201 1.52733
O 1.18556 2.17661 3.00732
H 1.03139 1.23881 3.12131
H 1.89127 2.22719 2.36261
O 1.26021 -2.81197 0.68777
H 0.38260 -2.85782 0.30839
H 1.77903 -3.42522 0.16721
O -0.66677 3.06614 0.29734
H -0.96058 2.54843 1.04692
H -0.06550 3.71019 0.67139
```